No. 1
A molecular structure, C12H35FeN10O21, computed with wB97M-V/def2-TZVPD.

Output
Molecular weight, g mol⁻¹: 711.3
Multiplicity: 6
Net charge: +2
Calculated total energy, eV: -105250.4358
HOMO (alpha / beta), eV: -14.7 / -14.7
E_LUMO (alpha / beta), Ha: -0.302 / -0.365

Cartesian coordinates (Å):
O  1.91638  -0.49888  -5.09103
H  -0.02163  -4.41684  1.95580
H  -4.99313  1.90326  -1.29741
C  -1.72133  4.08579  -4.92079
H  -1.99725  4.23339  3.00549
C  5.85196  -1.02664  0.85663
N  -2.30519  -2.03016  -2.32316
O  -2.40841  2.19649  5.34470
H  -0.48147  1.65758  0.84390
C  -2.33609  3.28660  3.38665
N  1.28766  -2.26163  3.99256
O  1.24193  -3.41159  -0.78015
H  -4.09513  -1.23981  -1.67554
O  -1.97890  -3.17818  -2.33275
H  -0.74801  4.54696  -4.88618
C  -0.12845  -4.27159  0.89091
N  1.31165  -0.49741  -4.05648
H  1.22197  2.09357  1.01016
O  0.52036  1.96616  -0.86345
C  -3.20987  -0.56960  3.81383
H  3.27473  -2.46230  3.42594
O  3.12154  0.89910  -1.89975
Fe  1.20954  2.49986  -2.47987
O  -4.86337  3.84456  0.28140
H  -2.71700  -0.60163  -0.82920
N  -1.76491  3.02754  -3.86736
C  2.60343  -2.91761  4.13934
H  5.57220  -2.00456  1.24713
O  -2.04773  -1.21257  -3.19265
O  1.28189  -1.08975  4.15321
H  0.17222  -2.18781  -3.76312
N  4.98382  -0.08166  1.62367
O  -2.79693  3.30729  0.37121
N  -3.45533  -0.92212  2.38722
H  1.87063  -2.49893  -3.47965
O  5.29408  0.19503  2.72230
H  5.23456  0.23314  -4.20758
H  -2.13417  -0.42399  3.86352
N  1.21107  -4.04798  0.28159
H  -0.55360  -5.18176  0.47725
H  6.89758  -0.83840  1.03936
H  -3.69102  0.38553  3.97309
C  -3.15686  -1.51919  -1.20483
C  0.52348  1.47648  0.41207
O  3.96526  0.30819  1.07906
H  -3.54620  -1.34318  4.48208
N  -2.34122  3.28028  4.85825
H  -1.88080  3.55360  -5.85781
H  2.52708  -3.98582  4.00544
H  0.99506  -1.54517  -2.26408
H  0.24250  -0.62830  -0.04286
C  -4.40033  1.74175  -0.40300
N  -3.98689  3.07706  0.12051
O  4.15248  -0.85314  -2.39406
H  3.74375  1.19856  -4.49512
O  -3.18937  -2.06704  1.99197
H  1.01990  -0.27109  1.54370
H  1.91669  -0.09746  0.08326
O  -2.81504  2.65027  -3.45641
O  0.28905  -2.91577  3.69199
H  -4.97091  1.26454  0.38485
C  1.07913  -1.77921  -3.30974
O  -2.34177  4.27785  5.41749
O  1.02998  0.57238  -3.45659
H  -3.53289  1.16587  -0.70574
O  -0.65464  2.59516  -3.38612
O  -3.81716  -0.02880  1.63772
H  5.06452  1.77972  -3.38354
C  0.90972  0.03337  0.50064
N  3.88667  0.27051  -2.60342
H  5.54380  -0.93288  -0.16932
H  -3.24660  -2.26909  -0.44034
C  4.52265  0.92628  -3.79261
H  -2.51706  4.79283  -4.73365
H  -3.34401  2.99243  3.12304
O  2.15811  -4.61710  0.75010
H  -1.64856  2.49498  3.10204
H  -0.71861  -3.41687  0.62131
H  2.90884  -2.67042  5.15297

No. 2
A molecular structure, C12H36BrN6O2P2Zr, computed with wB97M-V/def2-TZVPD.

Output
ΔE to the lowest compared entry with this formula, charge and spin, eV: 5.5798
Molecular weight, g mol⁻¹: 529.5
Net charge: +3
Calculated total energy, eV: -115934.3151
HOMO, eV: -15.5
E_LUMO, Ha: -0.498

Cartesian coordinates (Å):
H  17.35425  -20.80101  -9.02539
C  14.48998  -18.00502  -5.33271
H  16.81003  -17.50751  -4.12459
C  17.96598  -19.93385  -8.77073
H  14.48260  -21.43636  -5.78192
H  13.12123  -19.17215  -17.42812
O  11.19458  -15.48546  -15.89828
H  16.81665  -19.26871  -3.86202
H  14.61744  -17.14983  -4.66596
N  12.88768  -17.31432  -14.82329
C  16.86424  -18.47920  -4.61513
H  15.64792  -22.51153  -4.84223
H  18.07783  -22.39787  -5.38174
H  14.26249  -17.58542  -17.88877
N  16.51852  -21.21821  -6.31638
H  12.96670  -17.24326  -12.78632
H  11.44252  -17.91075  -13.46615
H  14.83728  -16.05533  -18.52384
H  17.15939  -17.45485  -8.97291
H  14.41347  -18.29775  -13.82027
C  13.97884  -18.25359  -14.82968
H  11.90148  -19.46113  -16.17730
N  13.67705  -15.85524  -16.81580
Br  14.92973  -19.52342  -11.19804
H  16.59046  -17.30615  -7.34146
H  11.51362  -19.71116  -17.97063
H  14.14089  -17.51306  -6.24279
N  15.76615  -18.68098  -5.55347
H  13.61340  -19.27748  -14.96216
C  12.04966  -19.15626  -17.20997
H  11.65572  -16.17258  -13.48383
H  13.24281  -13.89281  -17.34071
H  10.92256  -18.02348  -19.19054
H  17.84245  -18.45974  -5.09757
O  14.90590  -19.63174  -7.82767
H  19.02277  -20.17862  -8.68694
C  17.43422  -17.65849  -7.94099
H  14.96926  -14.17871  -16.87770
H  18.61775  -21.37414  -6.69691
H  18.17704  -20.68745  -5.14085
N  11.62379  -17.72791  -17.23185
H  18.36517  -17.24660  -7.56565
N  17.42388  -19.13515  -7.66030
H  17.84778  -19.31680  -9.66398
C  17.90699  -21.44393  -5.87645
H  14.81784  -17.90051  -15.42424
H  13.75142  -14.16966  -15.61380
C  11.04590  -17.19088  -18.50588
P  12.21680  -16.51930  -16.17778
C  15.40522  -22.01599  -5.78104
H  15.58060  -16.72408  -17.06553
C  12.19580  -17.11633  -13.54227
H  15.21359  -22.87817  -6.43069
Zr  13.24689  -19.97921  -9.19888
H  11.70448  -16.43421  -18.92502
H  10.07899  -16.81454  -18.16147
C  13.92778  -14.40691  -16.66250
P  16.08812  -19.67774  -6.85877
C  14.62891  -16.60364  -17.59789
H  13.79383  -18.66880  -4.82014

No. 3
4 unconnected molecules or ions with the total composition C12H36Cl2NO14P4, computed with wB97M-V/def2-TZVPD.

Output
Molecular weight, g mol⁻¹: 613.2
Net charge: -1
Calculated total energy, eV: -105377.0824
HOMO, eV: -4.0
E_LUMO, Ha: -0.007

Cartesian coordinates (Å):
H  11.20819  -4.05397  2.78432
C  4.52351  -2.66909  0.65205
H  -5.79123  2.91192  -1.03120
O  -3.14985  3.54949  -1.14732
C  -2.24113  1.00042  -1.86891
C  -7.06861  4.67451  1.56320
H  2.52962  -1.85522  0.55791
H  4.81542  -3.51679  1.26118
H  0.05738  -4.56314  -0.50558
C  8.57223  -4.24065  4.53903
C  10.57078  -1.81676  0.55659
O  9.26146  -3.12134  3.97393
O  -7.51310  1.99792  -0.24748
H  2.45839  -4.71248  -0.33515
C  -6.06676  2.15991  -0.30200
H  10.57158  -1.09312  -0.25453
H  10.55769  -5.69287  2.61485
H  11.17369  -4.83738  1.18933
O  7.41976  -2.55356  2.46590
H  -1.31732  0.95543  -1.30572
O  9.32438  -4.22436  1.86919
H  -5.57891  4.37862  -4.47581
H  11.02578  -2.74183  0.19790
C  -4.77233  5.01908  -4.11121
O  -2.17296  2.14987  -2.74830
O  9.20214  -2.05074  0.94163
H  4.68766  -1.73164  1.17928
H  -3.07775  1.04363  -1.18162
H  -5.68391  2.43657  0.68038
H  -5.56040  1.85892  -4.65964
H  5.19997  -2.65788  -0.20089
C  -4.64733  1.55358  -4.14731
Cl  2.65936  -4.70127  2.06536
C  3.06232  -2.71548  0.15760
C  -9.67778  5.63990  -0.07809
H  7.85353  -4.68145  3.85466
H  -10.38752  5.99835  -0.82202
H  -5.13923  6.04150  -4.05839
H  -3.78911  1.77579  -4.78281
Cl  3.11204  -2.47643  -1.65142
O  -4.57107  2.22327  -2.88090
N  -1.46712  -1.70077  0.86554
O  -4.37437  4.61728  -2.78408
C  10.63926  -4.71871  2.13247
O  -8.11455  3.73896  1.26815
H  -2.32766  0.10287  -2.47938
H  11.15801  -1.41374  1.38192
H  -4.68281  0.47941  -3.97231
H  -6.28130  4.16732  2.11890
P  0.38361  -3.53596  0.48017
P  8.87649  -2.73369  2.41945
H  -9.22003  6.49703  0.41994
H  0.58021  -2.55617  -0.56289
H  -3.93485  4.98683  -4.80837
P  -8.44377  3.34609  -0.29255
H  9.30874  -4.99575  4.82037
O  -1.63369  -0.97997  -0.07187
H  -6.64058  5.11352  0.66174
H  -10.20270  5.03909  0.65908
H  0.65732  -2.54540  1.53713
H  -5.62461  1.21186  -0.59022
O  -8.65773  4.91238  -0.75680
P  -3.35100  3.29078  -2.60119
O  -1.39602  -2.99177  0.50350
H  -7.47841  5.47404  2.18137
H  0.10856  -4.48547  1.53707
H  8.05470  -3.89749  5.43234
O  -9.78281  2.75468  -0.45960
C  2.27844  -3.99341  0.46088

No. 4
7 unconnected molecules or ions with the total composition C12H36ClN2O10, computed with wB97M-V/def2-TZVPD.

Output
ΔE to the lowest compared entry with this formula, charge and spin, eV: 0.0000
Molecular weight, g mol⁻¹: 403.9
Net charge: -1
Calculated total energy, eV: -49000.8510
HOMO, eV: -7.2
E_LUMO, Ha: 0.100

Cartesian coordinates (Å):
C  2.40427  3.64745  -2.65086
C  -4.53907  0.25705  0.19379
H  3.47007  3.87513  -2.59723
H  -2.35988  -2.37346  2.89456
H  0.01964  -4.41050  -2.17867
C  -0.74720  -2.52059  4.25338
C  -3.78140  -0.85318  0.90172
H  3.32112  1.88147  4.58265
O  -1.00410  -1.96422  -4.24913
N  3.32462  -1.74182  -1.47589
N  3.81663  0.48801  -1.18957
H  -1.76028  -0.19534  3.48407
H  1.39723  3.40392  4.88873
H  -0.05697  -1.92488  3.64602
C  2.35432  1.53719  4.20594
Cl  0.41532  0.48966  0.26686
H  -3.45319  -1.52106  0.08592
H  -2.79486  -0.75090  1.35908
O  -5.75600  -0.33851  -0.29221
H  1.04101  2.45453  -3.79691
C  -3.77478  0.78295  -1.01166
H  -5.49786  -1.11100  -0.80514
C  1.33150  2.67242  4.08834
H  -1.12036  -2.10117  -2.19302
H  -2.96733  1.48796  -0.81291
H  4.39275  1.30466  -1.13656
H  -0.09638  -4.46450  -3.91442
O  1.20206  -0.59888  0.81170
H  2.40839  0.94559  3.29889
C  -1.07202  -2.76667  -3.05542
H  2.80467  1.97815  -3.91179
H  -2.92876  -2.58725  4.54934
H  -4.47655  1.30339  -1.67078
O  -0.18634  0.14945  -0.99283
H  1.02766  -3.29876  -3.11392
H  0.35784  2.16920  4.10613
H  2.87828  0.57964  -0.83333
C  4.25668  -0.74062  -1.55347
O  1.46278  3.37568  2.85486
H  2.01909  0.90708  5.04549
H  3.65854  -2.64987  -1.73253
H  1.87415  4.60022  -2.66457
H  -0.45114  -2.41330  5.29753
H  1.03744  2.83151  2.18303
H  -2.02250  -3.30226  -3.11262
C  0.05401  -3.78366  -3.07913
O  1.25666  1.65277  0.08286
H  -0.42988  -1.21567  -4.06211
O  5.41803  -0.98302  -1.88928
O  -0.63865  0.74481  1.23175
H  -4.41414  -1.40607  1.59399
O  2.33505  3.50264  -5.09067
O  -2.33190  -0.70408  4.06861
C  -2.16747  -2.10248  3.94241
H  -0.51190  -3.54365  3.94035
H  2.13925  3.03356  -1.78666
C  2.07724  2.78479  -3.85925
H  -4.83368  1.07761  0.84501
H  -3.36417  -0.03557  -1.60870
H  1.57898  4.06568  -5.27668
H  2.40349  -1.58126  -1.10508

Largest force on an atom? In order: 0.11640, 0.09695, 0.15779, 0.03259 Eh/bohr.